Below is a structure of composition C6H14AlO2 at a distorted geometry, with properties calculated with ωB97M-V/def2-TZVPD.

Last column: Löwdin charge in e.
Geometry (Å):
Al -12.49919 -18.51584 28.61316  1.10
C -10.28675 -13.92542 29.91094  0.00
C -9.89663 -15.35669 29.41551  -0.52
C -8.57819 -15.85469 30.05962  -0.04
O -10.98609 -16.16756 29.62110  -0.16
H -10.30505 -13.93167 31.00077  0.09
H -11.31048 -13.62258 29.69105  0.08
H -9.62123 -13.16316 29.50580  0.10
H -9.68979 -15.28657 28.34761  0.16
H -8.37664 -16.85404 29.67390  0.08
H -8.66046 -15.79888 31.14507  0.09
H -7.79070 -15.16297 29.76048  0.09
C -11.22080 -23.69874 27.89101  -0.05
C -12.46432 -22.78928 27.86502  -0.49
C -13.51835 -23.29980 28.85223  -0.03
O -12.18673 -21.42244 28.06702  -0.17
H -10.62195 -23.50308 28.78050  0.09
H -10.49956 -23.58357 27.08190  0.08
H -11.42644 -24.76748 27.83107  0.09
H -12.94477 -22.89899 26.89279  0.15
H -13.97875 -24.20868 28.46485  0.10
H -14.25135 -22.58284 29.22208  0.08
H -13.05023 -23.64128 29.77546  0.09

Atomic forces in eV per Å
Al 0.4706 -0.1741 0.2511
C -0.9109 0.5904 0.3652
C 0.1470 -1.5386 1.2589
C -1.0086 0.7325 -0.4485
O 0.4746 0.2785 -0.4375
H 0.5587 -0.1278 0.0316
H 0.0259 -0.2894 -0.5900
H 0.2052 -0.2741 0.0649
H -0.3640 0.4147 -0.8323
H 0.1837 0.0018 0.3254
H 0.0466 -0.3857 -0.0042
H 0.1555 -0.1579 -0.0394
C 0.6407 0.1755 0.2703
C 1.6003 1.2035 -0.2178
C -0.5959 -0.7071 1.6564
O -0.2705 -1.3454 -0.3489
H -0.2094 -0.1120 0.2793
H -0.3572 0.7026 -0.3717
H -0.5945 0.0557 0.3610
H -0.4329 0.3689 -0.4700
H -0.2120 0.3157 -0.3392
H -0.1138 0.1248 -0.7564
H 0.5608 0.1477 -0.0083

net charge = +1
ΔE to the lowest compared entry with this formula, charge and spin = 692.0 kJ/mol
frontier orbital gap = 0.091 Eh
E_LUMO = -0.333 hartree